Entry 1:
An isolated ion of composition C2H2NO3S and charge -1, computed with ωB97M-V with the def2-TZVPD basis set.

As for the LUMO energy: 3.664 eV. The structure (SMILES) is C=[N+]([O-])OC([O-])=S. The HOMO-LUMO gap is 0.2940 Ha. The energy relative to the best compared isomer or geometry (same formula, charge and spin) comes out at 3.781 eV. The molecular weight is 120.11 Da. For the HOMO energy, the calculation gives -4.3 eV. Its charge is -1.

XYZ file:
```
9
Properties=species:S:1:pos:R:3:forces:R:3
C -2.0203 0.0234 -0.3640 0.7 -0.9 0.0
C 1.8057 0.3057 0.1237 1.6 -3.1 1.2
N 0.6909 -0.3953 0.2061 0.4 2.1 0.8
O -2.2363 -1.0613 -0.7369 0.1 -1.5 -0.4
O -0.3546 0.3440 -0.1726 -1.0 0.8 -0.6
O 0.5655 -1.4585 0.7945 -0.5 -1.3 0.1
S -2.8555 1.3678 -0.0513 -0.4 1.6 0.5
H 1.7540 1.2011 -0.4557 0.5 0.3 0.1
H 2.6507 -0.3269 0.6563 -1.4 2.0 -1.6
```
Forces are in eV/Å.

These are the Mulliken partial charges, in e, on atoms 1 to 6: C 0.3971; C -0.6310; N 0.6901; O -0.4426; O -0.3938; O -0.6841



Entry 2:
C23H41N3O2TaTl as an isolated structure, computed with ωB97M-V with the def2-TZVPD basis set.

As for the LUMO energy: -7.095 eV. The HOMO-LUMO gap is 0.2498 Ha. The molecular weight is 776.93 Da. For the HOMO energy, the calculation gives -13.9 eV. Its charge is +2.

XYZ file:
```
71
Properties=species:S:1:pos:R:3:forces:R:3
N 1.9806 -0.1172 -0.7960 -0.4 -0.4 0.3
C 3.2016 -0.0604 -0.8318 2.0 0.2 0.4
O 4.3790 0.0148 -0.8314 -2.9 -0.3 -0.2
Tl -1.0565 -2.6392 -1.3077 0.0 -1.2 0.5
Ta 0.1232 0.4490 -0.3687 2.7 1.0 -0.5
N -0.8098 -0.1228 -2.0087 -0.8 0.6 1.0
N 0.6982 2.3090 -0.4431 -1.7 -1.0 1.2
C -0.6153 -0.3337 -3.4620 0.1 0.5 -0.4
C 1.6634 3.3201 -0.8960 0.4 0.3 -0.1
C -1.7939 -1.1046 -4.0630 0.0 0.0 -0.3
C -0.5534 1.0277 -4.1508 0.2 0.1 -0.3
C 0.6959 -1.0789 -3.6475 0.3 -0.1 -0.4
C 2.7963 3.3796 0.1269 0.1 0.1 0.1
C 0.9785 4.6807 -1.0216 0.0 0.1 0.0
C 2.2257 2.9177 -2.2479 0.1 0.2 -0.3
H -1.8993 -2.1279 -3.6778 0.0 0.1 -0.1
H -1.6185 -1.1978 -5.1453 -0.2 0.0 0.3
H -2.7420 -0.5729 -3.9163 0.2 -0.2 -0.1
H -1.5000 1.5705 -4.0483 0.2 0.0 -0.2
H -0.3606 0.8698 -5.2240 -0.1 0.2 0.4
H 0.2561 1.6467 -3.7447 -0.3 -0.3 -0.1
H 1.5179 -0.6238 -3.0779 -0.3 -0.1 -0.3
H 0.9593 -1.0601 -4.7180 0.0 -0.1 0.4
H 0.6234 -2.1365 -3.3476 0.1 0.2 -0.1
H 2.4152 3.6730 1.1115 0.3 0.0 -0.1
H 3.5376 4.1215 -0.2049 -0.2 -0.2 0.2
H 3.2916 2.4046 0.2124 0.0 0.2 0.0
H 0.6644 5.0671 -0.0461 0.0 0.0 -0.2
H 0.1068 4.6094 -1.6822 0.1 0.1 0.1
H 1.6889 5.3956 -1.4590 -0.3 -0.2 0.2
H 2.9796 3.6674 -2.5390 -0.3 -0.4 0.0
H 1.4382 2.9182 -3.0111 0.3 0.0 0.2
H 2.7168 1.9396 -2.2190 -0.1 0.2 -0.1
C -2.1212 0.5021 -1.6025 0.2 -0.5 -0.5
H -2.0053 1.0987 -0.6495 -0.4 -0.2 -0.4
H -2.4727 1.2005 -2.3755 0.2 0.0 0.5
H -2.8993 -0.2633 -1.4424 0.2 0.5 0.2
C -0.1230 2.6749 0.7631 0.4 0.8 -0.4
H -0.5822 1.7568 1.2340 -0.1 0.4 0.1
H 0.5035 3.1443 1.5381 -0.3 -0.5 -0.1
H -0.9332 3.3742 0.5048 0.1 -0.4 0.1
C -3.3833 -0.5384 1.9623 -0.1 -0.1 0.0
C -3.1275 -2.0378 1.8023 0.0 -0.2 0.0
C -3.7548 -2.5800 0.5143 -0.4 0.0 0.1
C -1.6796 -2.4757 1.9913 0.5 0.0 -0.9
C -1.3626 -3.8326 2.0903 0.0 -0.1 0.7
C -0.0942 -4.2324 2.5105 0.3 -0.4 -0.1
C 0.8528 -3.2917 2.9235 -0.4 -0.1 0.6
C 0.5875 -1.9283 2.8047 0.1 -0.1 -0.6
C 1.5324 -0.8684 3.3529 0.0 0.0 -0.5
C 1.5266 -0.8694 4.8871 -0.3 -0.1 0.1
C 2.9485 -1.0387 2.8159 0.3 0.1 0.0
C -0.5591 -1.6126 2.0471 0.1 -1.3 0.8
O -0.4198 -0.6503 1.0922 -0.4 1.9 -0.7
H -3.0308 0.0276 1.0896 0.0 0.0 0.2
H -2.9069 -0.1468 2.8678 -0.1 0.0 -0.2
H -4.4647 -0.3708 2.0512 0.3 0.1 0.0
H -3.6751 -2.5276 2.6310 0.3 0.1 -0.3
H -3.5000 -1.9561 -0.3563 -0.1 0.0 0.1
H -3.4661 -3.6191 0.3119 -0.1 0.2 0.0
H -4.8489 -2.5514 0.6072 0.2 0.0 -0.2
H -2.1365 -4.5777 1.8807 0.2 0.2 0.3
H 0.1424 -5.2951 2.5811 -0.1 0.3 -0.1
H 1.8060 -3.6012 3.3630 -0.4 0.0 -0.1
H 1.1568 0.1139 3.0282 0.0 -0.1 0.0
H 1.9149 -1.8149 5.2863 -0.1 0.2 -0.1
H 2.1463 -0.0511 5.2683 -0.1 -0.2 -0.1
H 0.5084 -0.7319 5.2677 0.2 0.0 0.0
H 2.9664 -0.9577 1.7236 0.1 -0.1 0.1
H 3.6036 -0.2612 3.2260 -0.1 -0.2 -0.1
H 3.3615 -2.0170 3.0946 0.0 0.3 -0.1
```
Forces are in eV/Å.

These are the Mulliken partial charges, in e, on atoms 1 to 6: N -0.3443; C 0.9366; O -0.4355; Tl 0.9549; Ta -1.1677; N 1.1600



Entry 3:
An isolated ion of composition C3H8N and charge +1, computed with ωB97M-V with the def2-TZVPD basis set.

As for the LUMO energy: -5.373 eV. The structure (SMILES) is C=[NH+]CC. The HOMO-LUMO gap is 0.4363 Ha. The energy relative to the best compared isomer or geometry (same formula, charge and spin) comes out at 0.134 eV. The molecular weight is 58.10 Da. For the HOMO energy, the calculation gives -17.2 eV. Its charge is +1.

XYZ file:
```
12
Properties=species:S:1:pos:R:3:forces:R:3
C -0.7905 0.0339 -1.1654 -0.5 0.2 0.1
C -0.4134 0.7919 0.0979 -0.3 -0.4 -0.1
C 0.9744 -1.0354 0.9937 -0.5 -0.4 -0.1
N 0.7735 0.1939 0.7674 0.4 0.4 0.1
H 0.0708 -0.0627 -1.8219 0.0 -0.1 -0.1
H -1.2929 -0.9196 -1.0088 0.3 -0.1 0.2
H -1.5433 0.6344 -1.6736 0.1 0.1 -0.1
H -0.1211 1.7869 -0.1971 0.2 0.3 0.2
H -1.2205 0.8744 0.8256 0.0 -0.1 0.0
H 1.9249 -1.4455 1.3080 0.1 0.4 0.3
H 0.1438 -1.7187 0.8533 0.1 -0.1 -0.3
H 1.4942 0.8665 1.0209 0.2 -0.2 -0.2
```
Forces are in eV/Å.

These are the Mulliken partial charges, in e, on atoms 1 to 6: C -1.1374; C -0.3443; C -0.1234; N -0.0060; H 0.3716; H 0.3939